(1)
100
Properties=species:S:1:pos:R:3 method="wB97M-V/def2-TZVPD" total_energy_ha=-4039.7234 charge=-1 e_above_lowest_kj_mol=0.0 largest_force_ev_per_a=3.43 homo_ha=-0.1433 lumo_ev=2.12
C -2.67 3.75 -2.53
C -2.31 3.31 -3.91
H -2.00 4.55 -2.16
H -2.65 2.92 -1.80
H -3.69 4.15 -2.49
C -2.35 4.17 -4.95
C -2.49 5.65 -4.83
H -2.30 3.78 -5.96
H -1.88 6.08 -4.02
H -3.53 5.95 -4.65
H -2.18 6.13 -5.77
Sn -2.12 0.20 -1.28
Cl -3.09 -1.25 0.47
Cl -3.52 -0.82 -2.98
C -0.82 -2.53 -1.80
O -0.56 -1.33 -1.43
N 0.15 -3.41 -1.97
C 1.52 -3.10 -1.51
C -0.12 -4.78 -2.42
H -1.86 -2.84 -1.97
H 1.50 -2.81 -0.45
H 1.95 -2.28 -2.10
H 2.11 -4.01 -1.66
H -1.00 -5.18 -1.89
H 0.76 -5.39 -2.21
H -0.33 -4.82 -3.50
H -0.03 3.61 4.30
H 0.70 3.67 0.49
C 0.92 3.58 3.74
C 1.42 3.44 1.28
N 0.72 2.93 2.45
H 1.66 3.05 4.35
C -0.09 1.85 2.31
O -0.30 1.28 1.24
H 2.14 2.71 0.89
H -0.55 1.53 3.28
H 1.30 4.60 3.55
H 1.96 4.34 1.60
O -1.10 1.34 -3.06
C -1.94 1.83 -4.11
C -0.47 2.20 -6.20
C -1.41 1.45 -5.50
H -0.13 3.16 -5.81
C 0.05 1.72 -7.42
H -2.90 1.30 -3.99
C -1.89 0.25 -6.04
H 0.83 2.30 -7.93
C -0.41 0.51 -7.93
C -1.38 -0.24 -7.24
H -2.63 -0.33 -5.48
H 0.00 0.14 -8.87
H -1.72 -1.20 -7.64
Si 1.08 1.63 -3.36
Cl 0.80 3.69 -3.46
C 2.52 1.77 -4.64
C 0.91 -0.18 -4.07
C 1.50 1.33 -1.57
H 2.80 0.84 -5.14
H 3.40 2.11 -4.06
H 2.33 2.50 -5.43
H 0.85 1.90 -0.90
H 2.54 1.61 -1.39
H 1.38 0.27 -1.29
H 0.60 -0.15 -5.12
H 0.19 -0.80 -3.53
H 1.89 -0.69 -4.02
C 1.60 -5.98 4.17
C 0.51 -5.67 3.35
C 0.07 -4.35 3.23
C 0.72 -3.32 3.94
C 1.82 -3.63 4.74
C 2.26 -4.96 4.86
P -0.07 -1.66 3.83
C -1.19 -1.80 5.26
C -2.56 -1.53 5.03
C -3.47 -1.63 6.08
C -3.03 -2.02 7.35
C -1.68 -2.31 7.58
C -0.76 -2.20 6.53
C 1.26 -0.61 4.53
C 1.05 0.27 5.61
C 2.12 1.03 6.09
C 3.38 0.96 5.48
C 3.56 0.15 4.36
C 2.50 -0.63 3.88
H 1.94 -7.01 4.27
H 0.00 -6.46 2.80
H -0.78 -4.10 2.59
H 2.36 -2.85 5.29
H 3.13 -5.18 5.49
H -2.89 -1.26 4.02
H -4.52 -1.42 5.91
H -3.75 -2.10 8.17
H -1.34 -2.62 8.57
H 0.29 -2.42 6.72
H 0.07 0.35 6.09
H 1.97 1.67 6.96
H 4.21 1.55 5.87
H 4.52 0.11 3.85
H 2.64 -1.27 3.01


(2)
109
Properties=species:S:1:pos:R:3 method="wB97M-V/def2-TZVPD" total_energy_ha=-10375.3389 charge=0 largest_force_ev_per_a=0.97 homo_ha=-0.2990 lumo_ev=-0.06
C 3.09 -0.23 3.59
B 1.92 -0.37 2.54
O 0.97 -1.33 2.73
C 1.82 0.67 1.32
C 1.87 1.99 2.14
O 0.94 1.85 3.20
O 0.45 3.17 3.54
C 3.04 0.57 0.31
C 3.88 1.89 0.27
C 5.03 1.97 -0.74
C 5.84 3.26 -0.53
C 5.17 4.56 -0.91
F 6.11 5.56 -0.95
F 4.24 4.94 0.02
C 4.48 4.59 -2.29
F 5.25 3.99 -3.20
F 4.25 5.83 -2.70
F 3.31 3.96 -2.26
C 3.96 -0.66 0.43
C 3.30 -2.02 0.11
C 3.97 -2.64 -1.12
C 3.36 -3.05 1.28
C 2.37 0.53 -1.04
O 2.88 0.27 -2.10
O 1.07 0.94 -0.95
C 0.56 0.67 0.35
Br -0.67 2.22 0.55
C -0.35 -0.62 0.29
Br -1.78 -0.46 1.63
C -1.01 -0.84 -1.08
C -2.30 -1.67 -1.09
Br 0.24 -1.78 -2.25
H 3.86 0.48 3.27
H 3.60 -1.19 3.73
H 2.71 0.11 4.55
H 1.06 -1.74 3.60
H 2.86 2.10 2.58
H 1.66 2.89 1.56
H -0.44 2.94 3.85
H 3.18 2.69 0.02
H 4.31 2.08 1.25
H 5.73 1.15 -0.60
H 4.67 1.92 -1.77
H 6.81 3.20 -1.00
H 6.02 3.36 0.55
H 4.42 -0.69 1.42
H 4.78 -0.52 -0.27
H 2.24 -1.90 -0.14
H 5.03 -2.82 -0.91
H 3.89 -1.99 -2.00
H 3.49 -3.59 -1.37
H 2.36 -3.36 1.58
H 3.87 -2.65 2.15
H 3.88 -3.96 0.96
H 0.17 -1.51 0.64
H -1.22 0.13 -1.53
H -2.44 -2.06 -2.09
H -3.16 -1.04 -0.86
H -2.24 -2.52 -0.41
N -5.02 1.24 0.44
C -5.72 0.66 1.46
C -7.04 0.64 1.11
C -7.14 1.23 -0.18
C -5.87 1.59 -0.57
H -4.02 1.38 0.43
H -5.21 0.31 2.35
H -7.85 0.25 1.70
H -8.04 1.36 -0.76
H -5.51 2.05 -1.47
N -9.77 1.22 -3.25
C -8.77 0.73 -4.04
C -9.30 -0.27 -4.81
C -10.68 -0.38 -4.47
C -10.93 0.55 -3.50
H -9.66 1.96 -2.57
H -7.77 1.12 -3.98
H -8.76 -0.85 -5.54
H -11.39 -1.06 -4.89
H -11.84 0.80 -2.98
N -8.82 -2.53 1.85
C -9.52 -3.12 2.86
C -10.84 -3.13 2.50
C -10.93 -2.51 1.22
C -9.66 -2.15 0.85
H -7.82 -2.38 1.85
H -9.03 -3.48 3.75
H -11.66 -3.53 3.08
H -11.82 -2.36 0.64
H -9.29 -1.67 -0.04
N 7.31 4.03 3.73
C 7.61 3.49 4.95
C 6.43 3.16 5.57
C 5.37 3.53 4.69
C 5.95 4.06 3.56
H 7.98 4.36 3.06
H 8.63 3.38 5.27
H 6.33 2.72 6.54
H 4.32 3.42 4.86
H 5.50 4.46 2.67
N 5.15 -4.51 -4.28
C 5.64 -5.77 -4.46
C 4.68 -6.51 -5.09
C 3.56 -5.65 -5.30
C 3.89 -4.42 -4.79
H 5.64 -3.75 -3.83
H 6.63 -6.04 -4.12
H 4.76 -7.54 -5.38
H 2.63 -5.90 -5.78
H 3.33 -3.50 -4.74


(3)
105
Properties=species:S:1:pos:R:3 method="wB97M-V/def2-TZVPD" total_energy_ha=-2616.7738 charge=+3 e_above_lowest_kj_mol=0.0 largest_force_ev_per_a=4.78 homo_ha=-0.5202 lumo_ev=-8.71
Hf 1.28 0.59 2.90
C -1.70 0.31 -8.33
O 1.21 0.28 1.14
H -1.79 0.84 -9.32
H -2.73 0.07 -7.86
H -1.10 -0.65 -8.42
C 0.96 6.74 3.39
C 0.36 5.54 4.23
O 0.23 4.31 3.31
C 0.75 3.18 3.14
O 1.23 2.38 4.00
O 0.66 2.66 1.92
C -0.10 3.54 0.94
H 0.35 7.11 2.52
H 1.99 6.55 3.06
H 0.91 7.56 4.09
H -0.64 5.63 4.63
H 1.01 5.18 5.05
H 0.47 4.47 0.93
H -1.08 3.66 1.37
H -0.03 2.96 0.01
C 5.09 0.43 1.03
C 4.40 1.26 2.07
O 3.40 0.74 2.68
N 4.94 2.42 2.53
C 4.46 3.48 3.45
H 6.17 0.28 1.27
H 5.00 0.81 -0.02
H 4.65 -0.53 1.04
H 5.87 2.63 2.16
H 5.10 4.35 3.47
H 4.29 3.09 4.46
H 3.44 3.80 3.12
C -1.80 -0.58 0.91
C -1.86 -0.09 2.34
O -0.78 0.12 2.99
N -3.00 0.28 2.84
C -3.36 0.99 4.08
H -1.42 0.21 0.19
H -2.80 -0.86 0.58
H -1.16 -1.46 0.81
H -3.79 0.10 2.22
H -2.49 1.52 4.49
H -3.87 0.22 4.68
H -4.14 1.75 3.82
C 2.12 -3.13 3.70
C 2.19 -1.84 4.64
O 1.84 -0.68 4.29
N 2.43 -2.02 5.89
C 2.40 -1.22 7.08
H 1.15 -3.23 3.20
H 2.30 -3.95 4.40
H 2.87 -3.02 2.94
H 2.43 -3.03 6.14
H 1.89 -0.29 6.89
H 3.43 -0.97 7.47
H 1.89 -1.69 7.92
F -5.47 3.53 -3.76
C -4.93 2.42 -3.21
C -5.78 1.55 -2.64
C -5.33 0.35 -2.21
C -4.01 -0.06 -2.43
C -3.11 0.88 -2.95
C -3.61 2.15 -3.40
H -6.85 1.70 -2.61
H -6.02 -0.25 -1.65
H -3.65 -1.03 -2.08
H -2.10 0.69 -3.05
H -3.03 2.92 -3.90
F -2.10 -4.78 -1.35
C -2.75 -4.19 -0.35
C -3.52 -3.11 -0.60
C -4.22 -2.48 0.45
C -4.14 -2.94 1.76
C -3.24 -4.01 1.99
C -2.59 -4.65 0.97
H -3.67 -2.84 -1.59
H -4.95 -1.72 0.25
H -4.76 -2.53 2.55
H -3.12 -4.41 2.99
H -1.89 -5.44 1.24
F 2.19 0.36 -4.54
C 1.29 0.43 -5.46
C -0.01 0.10 -4.93
C -1.07 0.59 -5.76
C -0.95 1.19 -7.24
C 0.55 1.62 -7.40
C 1.60 1.16 -6.66
H -0.07 -0.46 -3.98
H -2.11 0.39 -5.44
H -1.39 2.20 -7.19
H 0.72 2.29 -8.25
H 2.66 1.42 -6.80
F 2.52 -2.81 -1.04
C 2.74 -3.77 -2.04
C 1.67 -4.36 -2.60
C 1.98 -5.36 -3.54
C 3.26 -5.73 -3.85
C 4.30 -4.93 -3.28
C 4.08 -3.99 -2.31
H 0.68 -4.01 -2.44
H 1.14 -5.83 -4.05
H 3.39 -6.54 -4.55
H 5.28 -5.06 -3.75
H 4.86 -3.44 -1.80


(4)
101
Properties=species:S:1:pos:R:3 method="wB97M-V/def2-TZVPD" total_energy_ha=-4602.6330 charge=+1 s_squared=0.97 multiplicity=2 largest_force_ev_per_a=2.24 homo_ha="-0.3478 / -0.3478" lumo_ev="-2.04 / -2.05"
Mn 1.65 -0.87 -0.06
C 0.92 0.24 3.34
P 2.05 -0.68 2.27
C 2.16 -2.30 3.09
C 3.71 -0.01 2.55
C 4.12 0.50 3.78
C 5.44 0.90 3.96
C 6.35 0.78 2.92
C 5.94 0.29 1.69
C 4.61 -0.10 1.50
P 4.02 -0.70 -0.12
C 4.67 0.53 -1.27
C 4.98 -2.19 -0.45
H 1.13 0.03 4.39
H -0.10 -0.09 3.12
H 1.00 1.31 3.16
H 2.64 -2.19 4.06
H 2.74 -2.99 2.47
H 1.16 -2.72 3.21
H 3.43 0.58 4.61
H 5.75 1.30 4.92
H 7.38 1.08 3.06
H 6.66 0.20 0.89
H 5.73 0.74 -1.08
H 4.09 1.45 -1.20
H 4.58 0.14 -2.29
H 6.05 -2.01 -0.29
H 4.82 -2.49 -1.49
H 4.64 -3.00 0.19
C 3.16 -1.01 -6.04
Te 2.27 -1.74 -4.28
C 2.11 0.18 -3.40
H 2.43 -0.47 -6.63
H 3.53 -1.87 -6.60
H 4.00 -0.37 -5.77
H 3.06 0.69 -3.53
H 1.93 0.09 -2.33
H 1.30 0.76 -3.85
C 0.14 -4.79 -0.65
S 0.77 -3.20 -0.31
O 0.10 -2.62 0.86
O 2.21 -3.26 -0.08
O 0.53 -2.33 -1.49
H -0.17 -5.24 0.29
H 0.93 -5.38 -1.11
H -0.70 -4.68 -1.33
C -5.83 0.43 -4.83
C -4.90 0.63 -3.66
C -3.53 0.49 -3.82
C -2.63 0.68 -2.77
C -1.17 0.49 -3.06
C -3.17 1.02 -1.52
Te -2.06 1.35 0.22
N -0.21 0.73 -0.13
C 0.75 1.65 -0.08
O 1.93 1.21 -0.10
C 0.56 3.14 -0.04
C -0.20 3.79 -1.00
C -0.36 5.17 -0.95
C 0.23 5.89 0.08
C 1.00 5.24 1.04
C 1.17 3.87 0.98
C -2.71 -0.22 1.45
C -2.88 0.14 2.80
C -2.72 1.55 3.33
C -3.21 -0.86 3.70
C -3.37 -2.18 3.31
C -3.71 -3.26 4.30
C -3.22 -2.49 1.96
C -2.90 -1.53 1.00
C -2.80 -1.97 -0.43
C -4.55 1.21 -1.33
C -5.17 1.61 -0.01
C -5.39 1.00 -2.41
H -5.32 -0.03 -5.67
H -6.25 1.38 -5.16
H -6.67 -0.21 -4.55
H -3.13 0.22 -4.79
H -1.00 0.48 -4.14
H -0.79 -0.46 -2.67
H -0.55 1.27 -2.63
H -0.64 3.23 -1.81
H -0.93 5.67 -1.71
H 0.10 6.96 0.13
H 1.46 5.81 1.84
H 1.80 3.36 1.70
H -1.70 1.94 3.19
H -2.92 1.57 4.39
H -3.40 2.25 2.85
H -3.35 -0.59 4.75
H -3.85 -2.85 5.30
H -2.91 -4.00 4.36
H -4.62 -3.78 4.02
H -3.35 -3.51 1.64
H -2.90 -3.05 -0.50
H -1.84 -1.70 -0.87
H -3.58 -1.53 -1.05
H -4.76 2.54 0.38
H -5.05 0.84 0.76
H -6.24 1.76 -0.14
H -6.46 1.13 -2.28